#i
A cluster of 4 separate species, CH9NO5 in total. Source: OMol25; level of theory: ωB97M-V/def2-TZVPD.

Structure (XYZ):
```
16
Properties=species:S:1:pos:R:3:nbo_charge:R:1
N -2.11 -1.22 -1.20 -0.89
C -1.05 -0.69 -0.37 0.89
O 0.12 -1.19 -0.45 -0.65
O -1.55 0.07 0.63 -0.69
H -3.06 -0.77 -1.25 0.40
H -2.06 -2.16 -1.54 0.41
H -0.79 0.30 1.18 0.52
O 1.39 0.72 1.36 -0.95
H 1.68 0.25 0.60 0.49
H 1.26 1.63 0.99 0.48
O 3.41 -1.70 -2.21 -0.92
H 3.65 -2.01 -1.29 0.46
H 3.94 -0.87 -2.19 0.46
O -0.92 3.31 1.92 -0.94
H -1.49 2.58 2.33 0.47
H -1.63 4.01 1.85 0.47
```

The HOMO energy comes out at -0.37496 Ha. Its SMILES is NC(=O)O.O.O.O. Its spin multiplicity is 1.


#ii
A cluster of 4 separate species, CH9NO5 in total. Source: OMol25; level of theory: ωB97M-V/def2-TZVPD.

Structure (XYZ):
```
16
Properties=species:S:1:pos:R:3:nbo_charge:R:1
N -1.94 0.71 0.15 -0.84
C -1.80 -0.45 -0.48 0.87
O -2.28 -0.84 -1.52 -0.60
O -0.99 -1.25 0.26 -0.72
H -2.09 0.74 1.13 0.41
H -2.44 1.47 -0.23 0.39
H -0.12 -0.81 0.35 0.49
O 1.92 0.74 -0.09 -0.96
H 1.66 1.31 -0.80 0.47
H 1.56 -0.12 -0.37 0.49
O 1.39 -1.50 -1.40 -0.95
H 0.87 -2.24 -1.54 0.49
H 1.83 -1.35 -2.24 0.49
O 0.53 1.44 2.25 -0.99
H 1.10 1.19 1.49 0.50
H 0.81 0.96 3.04 0.47
```

The HOMO energy comes out at -0.37741 Ha. Its SMILES is NC(=O)O.O.O.O. Its spin multiplicity is 1.


#ii (41.6 kJ/mol below the next structure)